Record 1
DFT (wB97M-V/def2-TZVPD) results for a 3-piece molecular cluster, C3H12O3S2 overall in a non-equilibrium geometry.

Properties
LUMO	0.51	eV
multiplicity	1
largest force on an atom	2.6	eV Å⁻¹
DFT total energy	-1143.5693	hartree
net charge	0
Kohn-Sham gap	9.324	eV
SMILES	OCCCSS.O.O

```
20
Properties=species:S:1:pos:R:3:forces:R:3
S 2.70822 2.22613 0.52595 2.120 -1.073 -0.426
S 1.00836 2.61856 1.38884 -2.481 0.647 0.415
O -0.38947 1.04039 -2.81911 0.047 -0.060 0.149
O -1.15229 -1.78991 -0.03345 -0.447 0.006 0.787
O 0.59769 -1.61853 -2.22742 0.145 0.440 0.777
C 0.01469 -0.03765 1.00748 -0.898 -0.939 -0.022
C -1.23973 -0.94700 1.14154 0.836 0.200 -0.431
C 0.04400 1.13282 1.95970 0.369 0.362 0.069
H -2.04698 -1.90551 -0.36206 0.054 -0.157 -0.179
H 0.81035 -0.76869 1.19445 0.364 0.561 -0.329
H -0.16084 0.09127 -2.73365 0.286 0.607 -0.145
H 0.35093 0.94255 2.98795 0.232 -0.512 -0.164
H -0.97735 1.50218 2.05592 0.021 0.480 -0.191
H -1.12304 -1.54253 2.05205 -0.340 -0.110 -0.090
H 0.38383 -1.57267 -1.27238 -0.118 0.044 -0.567
H 0.47998 -2.54530 -2.41059 -0.049 -0.501 -0.359
H 0.42455 1.56849 -2.81689 -0.317 -0.594 -0.016
H -0.01348 0.27101 -0.05132 0.365 0.222 0.467
H 2.49068 1.76771 -0.73539 -0.546 0.231 0.200
H -2.21011 -0.43334 1.14837 0.358 0.145 0.054
```
Forces are in eV/Å.


Record 2
DFT (wB97M-V/def2-TZVPD) results for a 4-piece molecular cluster, C3H12O4 overall in a non-equilibrium geometry.

Properties
LUMO	0.48	eV
multiplicity	1
largest force on an atom	2.8	eV Å⁻¹
DFT total energy	-422.4038	hartree
net charge	0
Kohn-Sham gap	9.763	eV
SMILES	C/C=C/O.O.O.O

```
19
Properties=species:S:1:pos:R:3:forces:R:3
O -3.00902 4.47973 -0.37387 0.117 0.007 -0.181
O -1.86661 0.53509 -0.64901 0.552 -1.066 -0.036
O 3.09492 -3.85518 -1.68462 0.217 0.212 -0.352
O -5.27280 2.52786 1.13419 0.013 0.840 -0.467
C 3.41446 -2.67836 -1.00178 -0.303 -2.600 1.015
C 2.99728 -0.87181 0.61093 0.807 -0.283 0.286
C 2.60016 -2.14148 -0.11642 0.419 1.860 -0.045
H -4.80284 2.73325 1.94650 -0.112 -0.507 0.076
H -3.60953 3.74308 -0.20633 -0.035 0.088 0.176
H 2.64797 -0.82740 1.63604 -0.477 -0.080 0.124
H 2.63689 0.00735 0.07911 -0.048 0.080 0.069
H 1.57230 -2.43872 -0.06366 -0.437 -0.295 0.031
H -1.67454 -0.21028 -0.06116 -0.397 0.397 0.543
H -5.51943 1.60623 1.09419 0.182 -0.276 0.360
H 4.48043 -2.54419 -0.96077 0.285 0.707 -0.575
H 4.09587 -0.77842 0.74030 -0.503 -0.108 -0.493
H -2.99955 5.02853 0.41466 -0.147 -0.138 0.019
H 2.61127 -4.48202 -1.12896 0.034 0.509 -0.058
H -1.39721 0.16673 -1.40933 -0.164 0.653 -0.493
```
Forces are in eV/Å.


Record 3
DFT (wB97M-V/def2-TZVPD) results for a 4-piece molecular cluster, C3H12O4 overall in a non-equilibrium geometry.

Properties
LUMO	0.60	eV
multiplicity	1
largest force on an atom	4.8	eV Å⁻¹
DFT total energy	-422.3843	hartree
net charge	0
Kohn-Sham gap	10.680	eV
SMILES	CCC=O.O.O.O

```
19
Properties=species:S:1:pos:R:3:forces:R:3
O -1.02027 0.94343 -0.32449 -1.019 0.353 1.645
O 2.08179 -1.46515 -1.53726 -2.162 -1.134 -1.352
O -0.42746 -2.12929 -2.30420 -1.063 0.768 -0.285
O -2.98184 -0.96637 -1.02915 1.095 0.076 0.791
C 0.31727 1.89787 1.41812 -3.093 0.641 1.173
C 0.05921 1.11322 0.22532 0.416 -0.479 -4.741
C 0.90899 1.09170 2.57070 0.954 -1.835 0.760
H -2.70943 -0.02134 -0.94790 -0.122 -0.931 -0.001
H -1.20834 -1.76438 -1.74672 1.544 -0.300 -2.059
H 0.99844 2.67441 1.38300 1.619 1.584 -1.530
H 1.17658 -1.76008 -1.93115 0.574 1.799 1.432
H 2.38108 -2.31626 -1.85102 1.816 -0.531 0.313
H -0.36425 -1.71389 -3.21240 -0.878 -0.430 1.788
H 0.16064 0.41573 2.97143 -0.028 -0.286 0.129
H -0.73275 2.51623 1.47690 2.189 -1.812 1.029
H -2.46627 -1.40648 -0.30841 -0.884 0.671 -0.607
H 0.77241 0.75569 -0.56603 1.274 0.054 1.768
H 1.86160 0.38671 2.30378 -2.278 2.004 0.218
H 1.19261 1.74825 3.40947 0.049 -0.213 -0.472
```
Forces are in eV/Å.


Record 4
DFT (wB97M-V/def2-TZVPD) results for a 4-piece molecular cluster, C3H12O4 overall in a non-equilibrium geometry.

Properties
LUMO	0.48	eV
multiplicity	1
largest force on an atom	4.6	eV Å⁻¹
DFT total energy	-422.4104	hartree
net charge	0
Kohn-Sham gap	10.414	eV
SMILES	CCC=O.O.O.O

```
19
Properties=species:S:1:pos:R:3:forces:R:3
O -0.22906 -2.31397 -0.43748 1.152 -1.835 1.055
O 1.48225 -0.24398 1.37052 -0.569 1.150 -0.481
O -1.38932 0.54273 3.34940 -1.502 -0.137 -2.015
O -2.46534 -1.26034 -1.58205 0.026 -1.141 0.737
C 1.47605 1.42357 -0.43036 1.271 2.875 3.291
C 0.99974 0.78142 0.91526 0.583 -0.460 -0.311
C 0.48016 1.10551 -1.45707 2.129 -1.631 -2.948
H -1.85373 -1.97778 -1.26336 -0.644 1.355 -0.615
H 1.72196 2.56848 -0.13976 -1.054 -2.199 -0.976
H 0.71882 -2.13574 -0.47020 0.068 0.852 -0.366
H 0.13076 1.27530 1.43887 0.571 -0.230 -0.370
H -1.28684 -0.23813 2.77438 0.078 0.469 0.545
H -2.00822 -0.79669 -2.27637 0.355 0.058 -0.311
H -0.41274 1.54688 -1.34603 -3.325 1.812 0.710
H 0.30558 0.04062 -1.29358 -0.191 -0.161 -0.766
H -0.11683 -3.16597 0.05307 -0.928 0.713 -0.428
H -0.77025 0.47519 4.03445 1.457 -0.361 1.436
H 0.76813 1.31451 -2.55829 -0.051 -0.465 1.850
H 2.44888 1.05839 -0.68139 0.573 -0.663 -0.036
```
Forces are in eV/Å.


Record 5
DFT (wB97M-V/def2-TZVPD) results for a 4-piece molecular cluster, C3H12O5 overall in a non-equilibrium geometry.

Properties
LUMO	-4.98	eV
multiplicity	1
largest force on an atom	4.2	eV Å⁻¹
DFT total energy	-497.4389	hartree
net charge	0
Kohn-Sham gap	2.907	eV

```
20
Properties=species:S:1:pos:R:3:forces:R:3
O -1.46024 0.36283 -1.71555 0.049 -0.521 2.929
O -0.23314 0.15262 1.96234 -1.453 -1.053 -0.595
O 1.20925 1.39928 -0.94595 0.029 1.460 0.370
O 3.40456 0.20104 -1.39250 -0.115 0.747 -0.418
O 2.53045 -0.83563 0.79725 -0.378 0.219 0.374
C -2.45811 -0.17286 -0.79358 -1.891 0.387 -1.218
C -1.92396 -0.90685 0.43937 1.730 0.235 -1.305
C -1.59393 -0.29118 1.74892 -0.538 3.917 -1.519
H 4.06290 0.67340 -1.93378 -0.377 -0.335 0.584
H -0.90918 0.89488 -1.08458 0.802 -0.048 -1.348
H 2.17223 1.02509 -1.20822 -0.262 -0.419 0.083
H 1.35944 2.32064 -0.60749 -0.127 -1.406 -0.474
H -1.59226 -1.94742 0.37067 -0.219 0.049 -0.492
H -2.15170 0.66920 1.75252 -0.025 -0.548 0.370
H 2.44866 -1.78607 0.63579 0.582 0.608 -0.462
H 3.03213 -0.33433 0.04852 -0.502 -1.126 0.229
H -1.94665 -0.89699 2.51166 -0.532 -1.567 1.659
H -3.13670 0.66197 -0.50222 0.627 -0.415 0.404
H 0.30037 -0.40951 1.40052 1.754 -0.056 -0.328
H -3.11409 -0.78012 -1.48370 0.848 -0.129 1.158
```
Forces are in eV/Å.


Record 6
DFT (wB97M-V/def2-TZVPD) results for a 2-piece molecular cluster, C3H12OSi2 overall in a non-equilibrium geometry.

Properties
LUMO (spin up / spin down)	0.46 / 0.69	eV
multiplicity	1
largest force on an atom	3.6	eV Å⁻¹
DFT total energy	-775.5459	hartree
net charge	0
Kohn-Sham gap (spin up / spin down)	8.300 / 8.151	eV

```
18
Properties=species:S:1:pos:R:3:forces:R:3
Si 1.18646 -0.88574 -1.96638 1.231 -1.042 0.947
Si 1.20991 1.95109 0.72228 -0.819 -1.581 -3.142
O 1.05184 0.25401 0.78546 1.125 1.132 0.547
C -1.94503 -0.83157 0.04522 -0.087 1.740 0.753
C 1.08487 -0.77107 -0.06847 0.025 -0.846 -1.629
C -1.84936 -0.18204 1.39728 -1.061 0.026 -0.031
H -0.05782 2.28818 0.05333 -0.213 0.437 0.167
H 2.20846 2.50061 -0.29109 -0.035 -0.483 0.924
H 1.35424 -1.73510 0.36542 -0.251 0.221 0.613
H -2.81011 0.38251 1.75911 1.681 -0.983 -0.881
H -1.67692 -1.02777 2.05900 0.209 0.410 0.683
H -0.98084 0.52329 1.41831 -0.810 -0.528 0.268
H -2.29485 -0.20839 -0.75077 -0.094 -0.062 -0.643
H 1.16764 0.42407 -2.50404 -0.195 1.209 -0.633
H 1.23824 2.38317 2.04574 0.363 0.518 1.559
H 0.12776 -1.75335 -2.56326 0.198 0.155 0.189
H 2.59722 -1.49372 -2.37003 -1.346 0.427 0.394
H -1.61172 -1.81820 -0.13712 0.079 -0.753 -0.085
```
Forces are in eV/Å.


Q: multiplicity of number 6 (C3H12OSi2)?
A: 1


Q: Which value of DFT total energy does entry 1 give?
A: -1143.5693 hartree